DFT (ωB97M-V/def2-TZVPD) results for C34H32N9O7PTeTm as an isolated structure at a distorted geometry.

Results
Net charge = -1
Relative energy (zero: lowest compared OMol25 entry of this formula, charge and spin) = 0.0 kcal/mol
LUMO (alpha / beta) = 1.59 / 1.59 eV
HOMO-LUMO gap (alpha / beta) = 6.584 / 6.586 eV
Energy = -109640.0769 eV
Multiplicity = 3

The geometry in XYZ format:
```
85
Properties=species:S:1:pos:R:3:forces:R:3:lowdin_spin:R:1
Tm 0.82571 -0.30025 0.02550 -0.5 1.1 0.2 2.01
C 0.10008 -0.98397 4.67444 -0.1 0.0 0.0 0.00
C -1.04546 -0.31664 5.09850 0.0 0.0 0.0 0.00
C -1.78488 0.37642 4.17060 0.0 0.0 -0.1 0.00
C -1.37389 0.41418 2.82105 0.3 -0.3 0.2 0.00
N -0.28205 -0.25546 2.41861 -0.1 0.4 -0.2 0.00
C 0.43155 -0.91640 3.33826 0.1 -0.1 0.0 0.00
N -2.18390 1.14643 1.99648 -0.3 0.3 -0.3 0.00
C -1.99609 1.49486 0.76338 0.0 -0.2 0.4 0.00
N -1.01425 1.22063 -0.14891 0.2 -0.1 0.1 0.00
C -1.32525 1.89070 -1.31502 0.2 0.0 -0.5 0.00
N -0.76331 1.97295 -2.46993 -0.4 0.1 0.1 0.00
C 0.39128 1.40492 -2.94842 0.5 -0.1 0.0 0.00
C 0.73520 1.77443 -4.25961 0.0 0.0 0.1 0.00
C 1.91252 1.33103 -4.81520 0.0 -0.1 0.1 0.00
C 2.74165 0.51557 -4.05796 0.1 0.1 0.0 0.00
C 2.32421 0.16277 -2.79423 0.2 0.0 0.1 0.00
N 1.18036 0.57952 -2.24422 -0.4 0.0 -0.2 0.00
C -2.59950 2.62652 -1.13914 -0.2 0.0 0.4 0.00
C -3.33089 3.43050 -1.99053 0.0 0.0 -0.1 0.00
C -4.50127 3.99262 -1.49428 0.0 0.0 0.0 0.00
C -4.91408 3.75645 -0.18444 0.0 0.0 0.1 0.00
C -4.17444 2.93894 0.66203 0.0 -0.1 0.1 0.00
C -3.01994 2.37620 0.15487 0.1 0.2 -0.4 0.00
H 0.72756 -1.53194 5.36357 0.0 0.0 0.0 0.00
H -1.33916 -0.33113 6.14159 0.0 0.0 0.0 0.00
H -2.67923 0.92102 4.43621 0.0 0.0 0.0 0.00
H 1.32566 -1.41182 2.97886 0.0 0.0 0.0 0.00
H 0.05180 2.41505 -4.79703 0.0 0.0 0.0 0.00
H 2.18289 1.60115 -5.82807 0.0 0.0 0.0 0.00
H 3.67942 0.14587 -4.44626 0.0 0.0 0.0 0.00
H 2.94131 -0.47953 -2.17449 0.0 -0.1 0.0 0.00
H -2.99589 3.61018 -3.00390 0.0 0.0 0.0 0.00
H -5.10474 4.62667 -2.13223 0.0 0.0 0.0 0.00
H -5.81867 4.22639 0.18160 0.0 0.0 0.0 0.00
H -4.47700 2.74100 1.68210 0.0 0.0 0.0 0.00
O 1.91468 1.11143 2.31701 0.1 0.0 0.2 0.00
C 2.90139 1.80034 2.49620 0.0 0.1 0.1 0.00
C 3.55532 2.61648 1.50358 -0.1 -0.1 -0.4 0.00
C 4.61849 3.41996 1.87725 0.2 0.1 0.1 0.00
C 5.25443 4.22916 0.95382 -0.5 -0.3 -0.2 0.00
C 4.82901 4.21986 -0.39443 0.2 0.1 0.2 0.00
C 3.79546 3.43087 -0.78846 -0.1 0.0 -0.1 0.00
C 3.08177 2.58870 0.13681 0.2 0.1 0.3 0.00
O 2.10974 1.89041 -0.23505 -0.4 -0.6 -0.1 0.00
N 6.33116 5.07314 1.35958 0.4 0.2 0.2 0.00
O 6.85678 5.79868 0.52134 -0.1 -0.1 0.0 0.00
O 6.70054 5.04178 2.52948 -0.1 0.0 -0.1 0.00
H 3.36525 1.83522 3.50345 0.0 0.0 0.0 0.00
H 4.95892 3.42906 2.90556 0.0 0.0 0.0 0.00
H 5.35195 4.85460 -1.09578 0.0 0.0 0.0 0.00
H 3.46977 3.41369 -1.82162 0.0 0.0 0.0 0.00
C -2.69626 -3.67493 3.61210 0.0 0.0 0.1 0.00
N -1.75341 -3.42780 2.54726 0.1 0.0 0.0 0.00
C -0.52432 -4.02711 2.39682 0.1 -0.1 0.0 0.00
C 0.06216 -3.41831 1.32721 -0.1 -0.1 0.0 0.00
N -0.77529 -2.45078 0.83152 0.2 0.2 0.1 0.00
C -1.84514 -2.48335 1.58709 -0.1 -0.1 -0.2 0.00
H -2.88713 -4.74346 3.70936 0.0 0.0 0.0 0.00
H -3.63055 -3.16390 3.39030 0.0 0.0 0.0 0.00
H -2.30840 -3.29600 4.55845 0.0 0.0 0.0 0.00
H -0.19044 -4.81469 3.05061 0.0 0.0 0.0 0.00
H 1.02264 -3.60773 0.87580 0.0 0.0 0.1 0.00
H -2.71491 -1.85342 1.47200 0.0 0.0 0.1 0.00
C -3.54853 -1.45620 -2.01194 0.2 0.0 0.1 0.00
C -2.29256 -0.95345 -2.70215 -0.5 0.0 0.1 0.00
O -1.14643 -1.14846 -1.85643 0.6 -0.4 -0.4 0.00
P -0.07821 -2.31778 -2.25545 -1.3 -1.0 0.1 0.00
O 1.05881 -2.13018 -1.28483 0.1 0.5 0.2 0.00
Te 0.39096 -2.45688 -4.53329 0.1 -0.1 -0.3 0.00
O -0.98604 -3.60275 -1.78221 0.5 0.3 -0.4 0.00
C -0.68008 -4.92311 -2.23901 0.1 -0.2 -0.1 0.00
C 0.58710 -5.49285 -1.61865 -0.2 0.3 0.1 0.00
H -4.39232 -1.39535 -2.70090 0.0 0.0 0.0 0.00
H -3.76832 -0.85254 -1.12814 0.0 0.0 0.0 0.00
H -3.41086 -2.49368 -1.70552 0.0 0.0 0.0 0.00
H -2.37177 0.11110 -2.91590 0.1 0.0 0.0 0.00
H -2.14093 -1.47036 -3.65097 0.1 0.0 0.0 0.00
H -0.58355 -4.92098 -3.32859 -0.1 0.1 0.0 0.00
H -1.54489 -5.53408 -1.97146 0.0 0.1 0.0 0.00
H 1.43501 -4.84474 -1.84367 0.1 -0.1 0.0 0.00
H 0.78470 -6.48600 -2.02469 0.0 0.0 0.0 0.00
H 0.48670 -5.56079 -0.53453 0.0 0.0 0.0 0.00
N 3.71099 -1.77446 1.40292 0.0 0.0 0.0 0.00
C 2.80930 -1.25420 0.89438 0.5 -0.3 0.3 0.00
```
Positions in Å, forces in eV/Å.


DFT (ωB97M-V/def2-TZVPD) results for a 11-piece molecular cluster, C46H82N2O9 overall at a distorted geometry.

Results
Relative energy (zero: lowest compared OMol25 entry of this formula, charge and spin) = 43.8 kcal/mol
LUMO = 0.47 eV
HOMO-LUMO gap = 9.579 eV
Energy = -70431.0064 eV
Structure (SMILES) = c1ccncc1.c1ccncc1.C1CCOC1.C1CCOC1.C1CCOC1.C1CCOC1.C1CCOC1.C1CCOC1.C1CCOC1.C1CCOC1.C1CCOC1

The geometry in XYZ format:
```
139
Properties=species:S:1:pos:R:3:forces:R:3:lowdin_charge:R:1
C 8.94624 35.80591 2.18739 -0.1 -0.4 0.5 -0.08
C 9.66226 34.62393 2.26709 0.0 -1.0 0.6 -0.08
C 9.97286 34.06875 3.51398 -1.2 1.8 1.5 -0.10
N 9.55252 34.67328 4.68226 0.1 -0.3 -1.2 0.05
C 8.84073 35.81301 4.58966 1.0 -0.8 -0.7 -0.16
C 8.57253 36.43384 3.37487 -0.6 -0.3 -0.4 -0.08
H 8.58869 36.09151 1.20913 0.1 0.5 0.0 0.10
H 9.81378 34.00840 1.39270 0.3 0.2 -0.2 0.09
H 10.46574 33.12176 3.67732 0.1 -0.1 -0.3 0.08
H 8.46018 36.24192 5.50487 0.1 0.0 0.2 0.10
H 7.90714 37.28434 3.35833 0.1 0.2 0.0 0.09
C 17.07304 27.43137 -1.05605 2.2 1.0 0.8 -0.12
C 17.26336 26.47166 -1.98133 0.6 -0.2 -0.9 -0.09
C 16.15638 25.83265 -2.47354 -0.2 -0.6 -0.4 -0.17
N 14.89662 26.13291 -2.14745 0.6 0.9 1.8 0.07
C 14.78099 27.06231 -1.13996 -0.3 -0.3 -1.2 -0.11
C 15.86227 27.73490 -0.56377 -1.7 -0.2 0.2 -0.07
H 17.91857 27.97933 -0.66718 0.2 0.0 0.0 0.11
H 18.25667 26.32664 -2.37972 0.0 -0.5 0.0 0.11
H 16.35678 25.00821 -3.14178 -0.5 -0.1 -0.4 0.10
H 13.75546 27.30068 -0.89939 0.0 0.1 0.2 0.08
H 15.88158 28.48549 0.21252 -1.0 0.0 0.1 0.10
C 7.15716 28.60811 1.52746 -0.9 0.0 -0.3 -0.18
C 8.61587 28.18374 1.44358 -0.1 1.4 1.1 -0.15
C 9.04207 28.64299 2.89501 -0.5 -1.2 -1.2 -0.17
O 7.87898 28.48872 3.75666 1.1 0.7 0.1 -0.13
C 6.74679 28.28409 2.97151 -0.5 -0.3 -1.6 -0.23
H 6.40976 28.28742 0.80175 0.3 -1.0 -0.1 0.11
H 7.04974 29.67432 1.32807 0.6 0.4 0.5 0.11
H 9.14841 28.83418 0.74973 0.1 -0.4 -0.3 0.09
H 8.84355 27.13357 1.26081 -0.3 0.0 0.0 0.10
H 9.38564 29.67639 2.84860 -0.1 -0.1 0.4 0.09
H 9.81574 27.94230 3.20898 0.2 0.4 0.6 0.11
H 5.86146 28.88221 3.18727 0.2 0.3 0.8 0.12
H 6.44461 27.24061 3.06052 -0.1 -0.3 -0.1 0.11
C 11.67490 29.90130 6.31402 -0.3 -0.7 0.1 -0.16
C 10.53218 30.74591 6.90751 0.7 0.4 0.6 -0.15
C 9.52647 30.80271 5.76755 0.3 0.3 0.4 -0.20
O 10.32867 30.87244 4.60896 1.2 0.0 -1.0 -0.19
C 11.64556 30.29449 4.83352 -0.9 0.0 0.6 -0.18
H 11.45357 28.85824 6.54017 -0.1 -0.2 -0.6 0.10
H 12.70081 30.01565 6.66407 -0.2 0.6 0.5 0.10
H 10.92627 31.73194 7.15355 -0.2 0.4 -0.4 0.11
H 10.11817 30.41841 7.86114 0.0 -0.5 -0.2 0.11
H 8.92312 31.70952 5.80960 0.0 0.0 0.0 0.12
H 8.86169 29.94120 5.70455 0.0 -0.2 0.2 0.11
H 12.42681 31.03374 4.65671 -0.2 0.4 -0.1 0.11
H 11.83520 29.47926 4.13528 -0.3 -0.2 0.0 0.09
C 14.05677 25.21429 3.97560 0.3 -0.5 0.1 -0.15
C 14.81262 26.22443 4.84870 -0.1 0.4 -0.8 -0.16
C 13.78323 27.33529 5.06881 0.3 -0.6 -0.4 -0.22
O 12.50609 26.70874 4.98526 -0.2 -0.8 0.1 -0.14
C 12.60972 25.68684 3.95283 0.0 0.8 -0.2 -0.17
H 14.19874 24.21304 4.38234 -0.3 -0.1 -0.1 0.11
H 14.47491 25.21469 2.96899 0.0 -0.1 0.0 0.11
H 15.62495 26.58863 4.21973 0.3 0.1 0.5 0.09
H 15.18331 25.84529 5.80103 0.0 -0.2 -0.2 0.11
H 13.87638 28.07021 4.26924 0.0 0.3 -0.2 0.10
H 13.97530 27.82463 6.02367 -0.7 0.0 0.1 0.11
H 12.32706 26.14117 3.00321 0.5 0.5 -0.3 0.10
H 11.87840 24.87872 3.96755 -0.1 0.1 1.2 0.12
C 12.79445 30.87488 1.63133 1.5 1.1 3.1 -0.21
C 11.72886 30.05747 1.10488 -2.5 -1.6 -0.9 -0.17
C 12.05719 29.79873 -0.36924 0.1 2.3 0.0 -0.15
O 13.43126 30.19841 -0.50913 1.0 -1.3 0.3 -0.15
C 13.83969 31.00089 0.61928 0.3 0.7 -2.1 -0.18
H 13.17872 30.38227 2.52452 0.3 0.0 0.0 0.09
H 12.57455 31.87426 2.00680 -0.7 0.0 -0.2 0.13
H 10.81938 30.65090 1.19864 -0.5 -0.6 -0.1 0.12
H 11.64383 29.11197 1.64051 -0.3 0.1 0.2 0.11
H 11.48495 30.55984 -0.89968 -0.2 0.0 -0.4 0.10
H 11.82664 28.86786 -0.88736 0.4 -0.3 0.6 0.11
H 13.87605 32.00465 0.19592 0.2 0.3 0.3 0.10
H 14.80684 30.80094 1.08053 0.4 -0.6 -0.8 0.11
C 15.83090 31.31214 -5.16403 -0.6 0.1 0.6 -0.14
C 15.95078 31.55631 -3.63935 0.8 -0.7 0.7 -0.15
C 14.51200 31.77642 -3.13088 1.6 0.1 -0.7 -0.21
O 13.93142 32.34412 -4.25511 -1.9 1.4 -0.9 -0.17
C 14.44735 31.88703 -5.49314 -0.5 -0.5 0.6 -0.20
H 15.75511 30.23985 -5.34451 0.6 0.1 -0.3 0.11
H 16.66379 31.80692 -5.66362 -0.2 -0.4 -0.3 0.11
H 16.67356 32.34716 -3.43871 -0.4 0.4 0.1 0.10
H 16.38532 30.67619 -3.16536 0.0 -0.1 0.1 0.10
H 14.33712 32.52647 -2.35954 0.5 -0.2 0.4 0.12
H 14.12441 30.81405 -2.79665 -0.5 -0.1 -0.2 0.10
H 14.38105 32.67532 -6.24300 0.3 0.2 0.3 0.12
H 13.74536 31.11371 -5.80505 0.2 -0.4 -0.5 0.11
C 16.92480 33.97066 1.95636 1.2 0.1 0.9 -0.18
C 16.33254 33.91197 0.57941 1.7 0.1 0.4 -0.18
C 15.09459 34.67758 0.80219 -1.0 0.6 -1.6 -0.25
O 14.61883 34.25828 2.02236 -2.1 -0.8 0.6 -0.13
C 15.67986 33.94310 2.86462 1.5 -0.1 -0.7 -0.19
H 17.53360 34.85955 2.12173 -0.1 0.2 -0.1 0.11
H 17.60114 33.12421 2.07544 0.0 -0.1 0.5 0.10
H 16.17046 32.84128 0.45509 -0.4 0.1 -0.9 0.11
H 17.05784 34.34510 -0.10938 -0.4 -0.3 -0.5 0.13
H 14.39018 34.43896 0.00534 -0.5 0.2 0.2 0.12
H 15.19674 35.76015 0.87780 0.5 0.3 -0.6 0.13
H 15.59739 32.89206 3.14143 -0.5 0.3 1.1 0.11
H 15.73793 34.74822 3.59709 0.1 -0.7 0.8 0.13
C 17.58102 28.55185 5.42912 -0.5 -0.8 1.0 -0.21
C 16.65772 29.64703 5.02208 -0.2 0.7 -1.1 -0.15
C 16.75427 29.54032 3.42467 -0.6 1.2 2.4 -0.20
O 18.00213 29.00218 3.15435 1.2 -1.0 0.0 -0.14
C 18.63196 28.45134 4.32642 -1.6 0.6 1.0 -0.16
H 17.04013 27.61072 5.52817 0.0 0.0 -0.1 0.08
H 17.91917 28.79505 6.43640 0.7 -0.3 -0.1 0.12
H 17.01249 30.58592 5.44718 0.4 0.3 -0.6 0.11
H 15.69074 29.56373 5.51818 -0.4 -0.3 -0.7 0.09
H 16.79332 30.53348 2.97722 -0.8 0.0 -0.2 0.10
H 15.92657 28.90556 3.10830 -0.1 0.0 -0.5 0.10
H 19.40370 29.12993 4.68979 0.9 -0.6 -0.8 0.12
H 18.79768 27.38144 4.20014 1.0 0.3 -0.3 0.12
C 8.92016 31.76052 -4.73479 1.0 -0.9 -1.2 -0.16
C 10.33643 31.25662 -4.91741 1.4 1.1 -0.1 -0.19
C 10.59502 30.49335 -3.63453 2.1 2.2 -1.2 -0.28
O 9.42436 29.87502 -3.37869 -2.0 -1.4 1.5 -0.14
C 8.32750 30.50969 -4.08523 0.4 0.2 -0.4 -0.15
H 8.62916 31.98828 -5.76023 -1.0 0.1 0.3 0.11
H 8.89568 32.65478 -4.11204 -0.2 -0.2 0.1 0.12
H 11.06195 32.05135 -5.09097 0.1 0.2 0.3 0.11
H 10.44610 30.63614 -5.80685 -0.4 -0.4 0.1 0.12
H 10.86681 31.19622 -2.84700 0.0 0.3 0.3 0.11
H 11.50385 29.91046 -3.78402 -0.4 -1.0 0.3 0.13
H 7.49476 30.86351 -3.47740 0.0 -0.9 0.5 0.12
H 8.09493 29.68725 -4.76169 -0.9 0.6 -0.4 0.12
C 10.37923 26.25677 -2.18264 0.6 0.4 1.7 -0.18
C 8.96179 26.81524 -1.88932 0.9 1.1 -0.9 -0.16
C 8.27001 26.17421 -3.05114 0.0 -0.7 -0.1 -0.20
O 8.87824 24.86460 -3.05570 -0.5 -1.4 -0.7 -0.14
C 10.07606 24.81599 -2.26723 -0.7 -0.6 0.3 -0.23
H 11.07975 26.50349 -1.38483 0.2 0.0 0.0 0.10
H 10.82440 26.49646 -3.14828 -0.3 0.8 0.0 0.13
H 8.99025 27.90484 -1.88025 -0.3 0.0 -0.1 0.09
H 8.51765 26.45739 -0.96046 0.4 -0.1 0.1 0.11
H 8.44953 26.65959 -4.01044 0.4 0.2 0.0 0.11
H 7.18709 26.06006 -3.00275 0.0 -0.2 0.4 0.12
H 10.85325 24.15532 -2.65141 -0.1 0.3 -1.0 0.12
H 9.89502 24.35213 -1.29761 -0.5 0.2 0.4 0.11
```
Positions in Å, forces in eV/Å.